{
  "formula": "C20H24N2O6S",
  "method": "the ωB97M-V functional and the def2-TZVPD basis",
  "homo_lumo_gap_ev": 8.4936,
  "homo_energy_ev": -8.90,
  "relative_energy_kcal_mol": 19.7,
  "e_tot_ev": -47230.2534,
  "smiles": "O=C(COC(=O)c1ccc(S(=O)(=O)NCc2ccco2)cc1)NC1CCCCC1",
  "species": ["O", "C", "N", "H", "C", "C", "C", "C", "C", "C", "H", "H", "H", "H", "H", "H", "H", "H", "H", "H", "H", "C", "H", "H", "O", "C", "O", "C", "C", "C", "C", "C", "C", "H", "H", "S", "O", "O", "N", "H", "C", "C", "C", "C", "C", "O", "H", "H", "H", "H", "H", "H", "H"],
  "xyz": [[-3.228925, -2.085701, -2.143560], [-2.855606, -1.967042, -0.997151], [-3.085627, -0.906383, -0.214538], [-2.694777, -0.890912, 0.719099], [-3.768445, 0.289925, -0.662717], [-2.814954, 1.490248, -0.652471], [-2.427352, 1.891325, 0.769453], [-3.673193, 2.189383, 1.598357], [-4.593804, 0.973752, 1.631463], [-4.993100, 0.565359, 0.215325], [-5.570085, 1.370488, -0.243304], [-5.622784, -0.325795, 0.243347], [-5.491829, 1.203342, 2.208220], [-4.085267, 0.146768, 2.131148], [-3.385786, 2.465856, 2.614434], [-4.206079, 3.035637, 1.158335], [-1.789152, 2.777382, 0.734570], [-1.857424, 1.088878, 1.243869], [-1.922116, 1.246946, -1.232855], [-3.314442, 2.329371, -1.140333], [-4.089579, 0.083484, -1.689494], [-2.048809, -3.076068, -0.285000], [-2.460966, -3.258567, 0.712999], [-2.083809, -3.982135, -0.890867], [-0.667428, -2.736074, -0.184801], [-0.279688, -1.932737, 0.801585], [-1.033159, -1.458233, 1.624937], [1.177052, -1.656332, 0.766343], [2.021753, -2.317500, -0.124325], [3.360297, -1.976991, -0.172449], [3.837454, -0.980207, 0.658413], [3.020693, -0.341118, 1.569940], [1.682418, -0.684264, 1.627821], [1.010619, -0.201604, 2.321157], [3.445975, 0.418301, 2.206544], [5.547175, -0.457284, 0.481109], [6.367068, -1.613513, 0.292011], [5.854160, 0.476581, 1.518306], [5.583086, 0.373539, -0.964237], [5.507893, -0.239867, -1.759523], [4.807698, 1.591026, -1.047855], [3.342747, 1.355709, -1.249273], [2.661315, 0.630690, -2.184525], [1.290205, 0.725043, -1.841439], [1.240282, 1.501496, -0.727315], [2.475141, 1.883624, -0.360872], [0.422843, 1.844601, -0.126165], [0.467601, 0.276068, -2.359029], [3.076329, 0.102458, -3.018506], [5.216330, 2.201844, -1.860140], [4.961046, 2.112321, -0.100779], [4.045168, -2.473044, -0.842249], [1.621853, -3.080097, -0.773024]],
  "forces_ev_per_a": [[-0.09, -0.13, -0.42], [0.42, -0.53, 0.39], [-0.13, 0.57, 0.47], [0.04, -0.26, -0.19], [-0.23, 0.16, -0.42], [0.06, -0.18, 0.09], [-0.17, 0.25, -0.15], [0.17, -0.21, 0.17], [-0.17, 0.27, -0.17], [0.12, -0.16, 0.05], [-0.06, 0.04, -0.02], [-0.04, 0.02, -0.08], [0.02, -0.10, 0.07], [0.00, -0.08, 0.11], [-0.03, 0.09, 0.00], [-0.03, 0.08, 0.01], [0.10, -0.05, 0.04], [0.11, -0.02, 0.06], [-0.03, 0.01, -0.11], [0.00, 0.06, -0.06], [0.05, 0.05, 0.19], [-0.57, -0.07, -0.06], [0.10, -0.02, -0.12], [-0.03, 0.20, 0.08], [0.30, -0.04, -0.22], [-0.11, 0.19, 0.32], [0.12, -0.13, 0.00], [0.33, 0.03, 0.10], [-0.01, 0.09, 0.12], [0.00, -0.17, 0.00], [0.53, 0.11, 0.11], [0.08, 0.03, 0.09], [-0.17, -0.28, -0.12], [-0.04, 0.05, 0.05], [-0.04, 0.11, 0.09], [0.11, -0.13, -0.50], [-0.23, -0.12, -0.21], [-0.33, 0.20, 0.00], [0.33, -0.49, 0.77], [0.05, -0.24, -0.09], [-0.35, 0.43, 0.16], [-0.01, -0.35, -0.82], [0.47, 0.47, 0.37], [-0.15, 0.32, 0.41], [-0.52, -0.36, -0.56], [0.29, 0.40, 0.25], [-0.09, 0.10, 0.18], [-0.26, -0.07, -0.06], [0.16, -0.13, -0.18], [-0.02, -0.06, 0.19], [-0.03, 0.20, -0.18], [0.01, -0.12, -0.13], [0.00, -0.05, -0.07]]
}

***

{
  "formula": "C20H24N3",
  "method": "the ωB97M-V functional and the def2-TZVPD basis",
  "homo_lumo_gap_ev": 7.1041,
  "homo_energy_ev": -10.82,
  "relative_energy_kcal_mol": 76.9,
  "e_tot_ev": -25591.4163,
  "charge": 1,
  "smiles": "C=N[N+](C)(C)[C@H](c1ccccc1)c1c(C)n(C)c2ccccc12",
  "species": ["C", "N", "C", "N", "C", "H", "H", "H", "H", "H", "H", "H", "H", "C", "C", "N", "C", "C", "C", "C", "C", "C", "C", "C", "C", "C", "C", "C", "C", "C", "C", "H", "H", "H", "H", "H", "H", "H", "H", "H", "H", "H", "H", "H", "H", "H", "H"],
  "xyz": [[1.945434, 0.143975, 2.141148], [1.510819, -0.869887, 1.127825], [2.431666, -0.750603, -0.036442], [1.724041, -2.191075, 1.775619], [1.363224, -2.446542, 2.982853], [2.072162, 1.109785, 1.647920], [1.213299, 0.192666, 2.951240], [2.907127, -0.221967, 2.517454], [2.440818, 0.297772, -0.344916], [3.418467, -1.036931, 0.334548], [2.128987, -1.396459, -0.859557], [1.025591, -3.471746, 3.210563], [1.433340, -1.727766, 3.822835], [-0.875860, 1.742419, 2.545077], [-0.692413, 1.663102, 1.078557], [-0.878304, 2.768016, 0.295383], [-1.295299, 4.064504, 0.799623], [-0.590933, 2.467745, -1.034106], [-0.186634, 1.100547, -1.081571], [0.051015, 0.518544, -2.329448], [-0.235357, 1.257685, -3.482491], [-0.708844, 2.580683, -3.411714], [-0.852366, 3.222135, -2.168911], [-0.245856, 0.602519, 0.276983], [0.077775, -0.778543, 0.742093], [-0.353396, -1.894996, -0.233544], [-1.494938, -1.711073, -1.034548], [-1.928018, -2.701933, -1.923372], [-1.280954, -3.940607, -1.963403], [-0.183845, -4.163106, -1.132059], [0.269911, -3.147162, -0.286769], [-0.977583, 0.729938, 2.954245], [0.001061, 2.216375, 3.021784], [-1.762682, 2.320548, 2.850231], [-1.460222, 4.727224, -0.050642], [-2.218878, 3.975981, 1.381073], [-0.528222, 4.512744, 1.445434], [0.441316, -0.498162, -2.399168], [-0.109711, 0.798071, -4.463592], [-0.970361, 3.114940, -4.322893], [-1.176622, 4.258283, -2.065745], [-0.466450, -0.947991, 1.688938], [-2.050218, -0.774436, -0.964016], [-2.768686, -2.497762, -2.591777], [-1.618726, -4.718967, -2.641576], [0.345258, -5.115670, -1.134308], [1.110064, -3.382821, 0.365145]],
  "forces_ev_per_a": [[0.07, 0.38, -0.09], [2.35, -0.29, 2.31], [0.62, -0.09, -0.08], [-1.66, -1.22, -0.09], [0.78, 1.24, -0.50], [-0.18, -0.14, 0.24], [0.21, 0.09, -0.31], [-0.20, 0.27, -0.06], [-0.13, -0.26, -0.02], [-0.11, 0.05, -0.22], [-0.07, 0.03, 0.28], [1.07, 0.24, -0.10], [-0.88, -0.15, -0.47], [-0.06, -0.06, 0.59], [0.51, -0.37, -1.07], [0.17, -0.07, 0.09], [0.02, 0.14, 0.07], [-0.33, -0.95, 0.45], [-0.20, 0.77, 0.16], [0.14, 0.25, -0.67], [0.09, -0.18, 0.32], [0.06, 0.36, 0.83], [0.11, -0.23, -0.76], [-0.04, 0.71, 0.12], [-2.11, -0.05, -0.11], [-0.34, -0.42, -0.07], [0.03, 0.01, 0.07], [0.16, 0.02, 0.31], [0.19, 0.23, 0.05], [-0.24, 0.41, -0.10], [0.09, -0.61, -0.14], [-0.04, 0.27, 0.04], [-0.33, -0.11, -0.10], [0.30, -0.25, -0.22], [-0.06, -0.07, 0.24], [0.10, 0.06, -0.23], [-0.11, -0.13, -0.20], [-0.27, 0.31, -0.14], [0.02, 0.10, 0.30], [0.16, -0.11, 0.20], [0.01, -0.32, -0.32], [0.29, 0.02, -0.21], [0.20, -0.25, -0.15], [0.23, -0.10, 0.35], [0.01, 0.14, 0.09], [-0.21, 0.21, -0.03], [-0.42, 0.11, -0.62]]
}

***

{
  "formula": "C20H24N4O2PtS5",
  "method": "the ωB97M-V functional and the def2-TZVPD basis",
  "homo_lumo_gap_ev": [6.2544, 6.2549],
  "homo_energy_ev": [-13.90, -13.90],
  "relative_energy_kcal_mol": 47.1,
  "e_tot_ev": -88592.8504,
  "charge": 2,
  "species": ["Pt", "N", "C", "S", "N", "N", "C", "C", "C", "C", "C", "C", "N", "H", "H", "H", "H", "H", "H", "H", "C", "C", "S", "C", "C", "S", "C", "C", "S", "H", "H", "H", "H", "H", "H", "H", "H", "H", "H", "H", "H", "O", "C", "O", "C", "C", "C", "C", "S", "C", "C", "H", "H", "H", "H", "H"],
  "xyz": [[-0.368907, -0.102671, -0.653165], [1.343976, -0.497352, 3.624951], [0.661350, -0.557139, 2.481994], [0.167294, 1.026839, 1.785996], [0.306358, -1.680910, 1.980367], [-0.265725, -1.676214, 0.738823], [-1.020916, -2.673474, 0.475600], [-1.567508, -2.758125, -0.850030], [-2.313904, -3.841080, -1.273455], [-2.741190, -3.888821, -2.592209], [-2.386450, -2.852748, -3.439313], [-1.654724, -1.790791, -2.936010], [-1.263781, -1.723073, -1.664528], [1.676071, 0.377686, 3.991963], [1.658625, -1.355292, 4.054858], [-1.211709, -3.433757, 1.223338], [-2.541638, -4.638762, -0.579463], [-3.318805, -4.728244, -2.954551], [-2.660409, -2.862636, -4.484667], [-1.358181, -0.982478, -3.580018], [-1.513058, 1.651591, -4.392270], [-2.233200, 2.253704, -3.191380], [-1.860319, 1.668662, -1.480892], [-0.857762, 3.035477, -0.818263], [0.573313, 3.111787, -1.326303], [1.515306, 1.559546, -1.124337], [2.147660, 1.244947, -2.805647], [1.109849, 0.769092, -3.810123], [0.214744, 2.158872, -4.576229], [-2.011353, 2.019543, -5.289767], [-1.569647, 0.570309, -4.404813], [-3.301622, 2.048510, -3.275475], [-2.082075, 3.332161, -3.168226], [-0.904436, 2.884911, 0.258529], [-1.376597, 3.966978, -1.049349], [1.105749, 3.879950, -0.766118], [0.599786, 3.357520, -2.383234], [2.907128, 0.475749, -2.661698], [2.646353, 2.157903, -3.131473], [0.395014, 0.117257, -3.313933], [1.602411, 0.221318, -4.613124], [-3.508773, 3.339465, 8.078131], [-3.992688, 3.617274, 6.856773], [-4.853532, 4.428123, 6.696156], [-3.398043, 2.874945, 5.687787], [-4.241193, 2.600036, 4.618211], [-3.757292, 1.957434, 3.492837], [-2.410069, 1.617163, 3.431057], [-1.924987, 0.753717, 1.948752], [-1.550787, 1.926368, 4.470967], [-2.049037, 2.559198, 5.601386], [-2.852808, 2.633245, 8.073190], [-5.278553, 2.900427, 4.678627], [-4.419464, 1.729038, 2.665863], [-0.500237, 1.677462, 4.403901], [-1.369688, 2.818346, 6.404752]],
  "forces_ev_per_a": [[-1.03, -1.48, -0.51], [0.06, 0.01, -0.05], [0.06, 0.05, 0.09], [-1.26, 0.05, 0.02], [0.16, -0.33, -0.20], [0.56, 0.83, 0.00], [0.01, -0.27, 0.10], [-0.15, -0.12, -0.07], [0.01, -0.08, -0.12], [0.02, 0.00, 0.01], [0.08, -0.08, 0.05], [0.03, 0.04, -0.17], [-0.34, 0.73, 0.46], [-0.06, 0.00, 0.03], [0.04, 0.01, -0.02], [0.14, -0.01, 0.02], [0.03, 0.01, 0.00], [-0.02, 0.01, 0.01], [-0.01, 0.04, 0.01], [-0.02, 0.03, 0.07], [0.32, 0.33, 0.23], [-0.05, -0.40, -0.13], [0.74, 0.06, 0.10], [-0.01, 0.00, -0.16], [0.05, -0.06, 0.14], [0.40, 0.14, -0.07], [-0.17, -0.13, 0.12], [0.15, 0.26, -0.12], [-0.10, -0.10, -0.14], [-0.10, -0.06, 0.03], [-0.12, 0.03, -0.18], [-0.02, 0.10, 0.00], [-0.05, 0.00, 0.08], [-0.05, 0.13, 0.02], [-0.06, -0.02, 0.05], [-0.03, 0.03, -0.01], [-0.02, 0.08, 0.01], [0.04, 0.05, 0.05], [0.07, -0.04, -0.01], [0.05, -0.10, -0.04], [0.03, -0.07, 0.07], [0.03, 0.11, 0.07], [0.09, 0.03, -0.10], [-0.08, -0.05, 0.07], [0.05, 0.14, 0.00], [-0.06, -0.13, -0.03], [-0.02, 0.00, -0.09], [0.13, 0.11, 0.10], [0.51, 0.33, 0.18], [0.03, -0.10, -0.01], [0.00, -0.10, 0.03], [-0.06, -0.06, -0.08], [0.00, 0.00, 0.00], [-0.02, 0.05, 0.02], [0.00, 0.04, 0.07], [0.01, -0.01, -0.01]]
}

***

- Number 1 is which compound?
  C20H24N2O6S